C35H31AsCl2NO5PS2V as an isolated structure. Source: the OMol25 dataset; level of theory: ωB97M-V/def2-TZVPD.

Structure (XYZ):
```
79
C35H31AsCl2NO5PS2V, DFT ωB97M-V/def2-TZVPD
V 1.2373 -1.6108 0.7612
Cl 3.2680 -1.0711 2.0930
C 2.5431 -0.0764 3.3884
C 3.1825 -0.0464 4.6027
C 2.6338 0.7797 5.5846
C 1.4930 1.5252 5.3301
C 0.8696 1.4648 4.0895
C 1.3997 0.6551 3.0846
P 0.6952 0.6608 1.4297
C -1.0396 0.9976 1.5625
C -1.8241 0.2621 2.4593
C -3.1555 0.5880 2.6246
C -3.7068 1.6450 1.9005
C -2.9273 2.3750 1.0161
C -1.5898 2.0531 0.8339
C 1.5854 1.7867 0.3915
C 1.3341 1.8207 -0.9871
C 2.0214 2.7127 -1.7876
C 2.9622 3.5666 -1.2144
C 3.2207 3.5292 0.1486
C 2.5403 2.6354 0.9613
H 4.0768 -0.6244 4.7886
H 3.1125 0.8346 6.5532
H 1.0853 2.1656 6.1001
H -0.0163 2.0570 3.8997
H -1.3802 -0.5271 3.0547
H -3.7671 0.0429 3.3310
H -4.7469 1.9066 2.0434
H -3.3543 3.2084 0.4749
H -0.9845 2.6344 0.1500
H 0.6048 1.1541 -1.4334
H 1.8305 2.7313 -2.8527
H 3.5001 4.2657 -1.8411
H 3.9525 4.1969 0.5821
H 2.7497 2.6176 2.0228
Cl 2.0030 -2.6563 -6.2571
C 2.0452 -2.2031 -4.6123
C 3.1876 -1.5907 -4.0973
C 3.2307 -1.2367 -2.7596
C 2.0979 -1.4758 -2.0010
O 2.1208 -1.2553 -0.6494
C 0.9205 -2.0254 -2.5000
C -0.3167 -2.1260 -1.6709
O -0.0871 -2.2130 -0.2417
C 0.9183 -2.4313 -3.8207
H 4.0385 -1.4206 -4.7417
H 4.1176 -0.8090 -2.3134
H -0.9114 -2.9893 -1.9676
H 0.0434 -2.8864 -4.2654
C -2.3050 -3.4789 1.8784
As -0.5450 -3.8075 2.5239
C -0.5299 -4.0393 4.4030
C 0.3007 -5.2716 1.6593
O 0.4832 -2.3994 2.2090
H -2.6871 -4.4239 1.4902
H -2.2850 -2.7311 1.0890
H -2.9243 -3.1443 2.7086
H -1.1605 -4.9007 4.6314
H -0.9344 -3.1508 4.8853
H 0.4870 -4.2260 4.7434
H -0.1981 -6.1868 1.9836
H 1.3458 -5.3078 1.9644
H 0.2127 -5.1743 0.5787
O 0.7632 2.1819 -4.6465
S -0.4091 1.4573 -5.0374
O -0.6324 1.0558 -6.3781
N -0.4358 0.0972 -4.0182
C -1.2962 0.2765 -3.1076
S -1.5022 -0.7013 -1.6485
C -2.2000 1.4592 -3.1981
C -3.3052 1.8120 -2.4428
C -4.0206 2.9395 -2.8318
C -3.6424 3.6799 -3.9479
C -2.5370 3.3176 -4.7139
C -1.8348 2.2041 -4.3102
H -3.6333 1.2133 -1.6010
H -4.9027 3.2337 -2.2793
H -4.2301 4.5395 -4.2398
H -2.2559 3.8784 -5.5949
```

**Charge**: +3
**Highest occupied orbital energy (spin up / spin down)**: -16.131 / -16.132 eV
**Largest force on an atom**: 0.0251 hartree/bohr
**Gap between HOMO and LUMO (spin up / spin down)**: 5.2387 / 5.2405 eV
**Energy above the lowest of the compared OMol25 structures with the same formula, charge and spin**: 208.9 kJ/mol

Löwdin population analysis, charges in e, atoms 1 to 8: 0.84 0.85 -0.55 -0.05 0.00 -0.01 -0.03 -0.37

***

C35H31BrFN4O5PSTi as an isolated structure. Source: the OMol25 dataset; level of theory: ωB97M-V/def2-TZVPD.

Structure (XYZ):
```
80
C35H31BrFN4O5PSTi, DFT ωB97M-V/def2-TZVPD
Ti 0.5472 0.0085 -1.0683
O 0.3582 -1.5804 -4.7679
C 0.0236 -1.4731 -3.5934
O 0.8276 -1.4085 -2.5905
C -1.4754 -1.4804 -3.2498
C -1.7265 -2.0258 -1.8390
C -3.2077 -2.3595 -1.6327
C -3.8286 -0.9449 -1.4985
C -2.5954 -0.0577 -1.6834
O -1.5759 -0.8409 -1.0314
C -2.1306 -0.0614 -3.1524
C -1.2280 1.1685 -3.3620
O -1.7114 2.1271 -3.9747
O -0.0897 1.1292 -2.8030
H -1.9742 -2.0760 -4.0151
H -1.0106 -2.7676 -1.4960
H -3.3444 -2.9431 -0.7215
H -3.6111 -2.9302 -2.4706
H -4.2571 -0.7928 -0.5073
H -4.5937 -0.7332 -2.2460
H -2.6316 0.9230 -1.2145
H -2.9767 0.0395 -3.8311
S 2.9203 0.8827 -1.0485
C 3.2494 1.3893 -2.6920
N 2.8417 0.5167 -3.6841
C 2.8261 0.9303 -5.0123
C 3.4799 2.0876 -5.3226
C 4.0623 2.8300 -4.2924
N 3.8656 2.5014 -2.9573
H 2.2697 -0.2744 -3.4041
H 2.2814 0.3028 -5.6998
H 3.5152 2.4335 -6.3481
H 4.5896 3.7558 -4.4825
Br -0.6049 6.1228 2.0172
C 0.0113 5.1186 0.4742
C -0.9158 4.7547 -0.4825
C -0.4328 4.0866 -1.6008
C 0.9294 3.8369 -1.6931
C 1.7500 4.2337 -0.6503
N 1.3002 4.8749 0.4345
H -1.9649 4.9772 -0.3491
H -1.0921 3.7354 -2.3873
H 1.3433 3.3049 -2.5353
H 2.8077 4.0006 -0.6862
F -0.2960 1.3621 -0.1337
N 0.8771 -1.3595 0.4052
P 0.4075 -1.3478 1.8530
C -0.9751 -0.2556 2.3483
C -0.7055 1.0674 2.6900
C -1.7358 1.9782 2.8653
C -3.0523 1.5747 2.6915
C -3.3340 0.2610 2.3378
C -2.2985 -0.6453 2.1605
C -0.1415 -3.0118 2.4331
C 0.1561 -4.0693 1.5787
C -0.2015 -5.3686 1.9123
C -0.8687 -5.6228 3.1031
C -1.1792 -4.5725 3.9582
C -0.8163 -3.2753 3.6222
C 1.7196 -0.8944 3.0618
C 1.5481 -0.8050 4.4410
C 2.6105 -0.4547 5.2606
C 3.8536 -0.1785 4.7023
C 4.0278 -0.2521 3.3283
C 2.9648 -0.6129 2.5096
H 0.3218 1.4002 2.7815
H -1.5063 3.0107 3.1000
H -3.8586 2.2885 2.8144
H -4.3606 -0.0535 2.1860
H -2.5197 -1.6603 1.8487
H 0.6673 -3.8311 0.6511
H 0.0381 -6.1832 1.2389
H -1.1538 -6.6360 3.3625
H -1.7100 -4.7625 4.8839
H -1.0834 -2.4605 4.2849
H 0.5751 -0.9901 4.8813
H 2.4671 -0.3839 6.3327
H 4.6816 0.1071 5.3411
H 4.9875 -0.0166 2.8851
H 3.0728 -0.6684 1.4307
```

**Charge**: -2
**Highest occupied orbital energy (spin up / spin down)**: 0.133 / -2.337 eV
**Largest force on an atom**: 0.0076 hartree/bohr
**Gap between HOMO and LUMO (spin up / spin down)**: 3.9609 / 6.4308 eV
**Energy above the lowest of the compared OMol25 structures with the same formula, charge and spin**: 0.0 kJ/mol
**Spin multiplicity**: 3

Löwdin population analysis, charges in e, atoms 1 to 8: 0.81 0.04 -0.61 -0.17 -0.10 -0.25 -0.09 -0.09

***

C35H31ClN2O3TeV as an isolated structure. Source: the OMol25 dataset; level of theory: ωB97M-V/def2-TZVPD.

Structure (XYZ):
```
74
C35H31ClN2O3TeV, DFT ωB97M-V/def2-TZVPD
V 0.3523 -0.4567 2.4802
C 0.1578 -1.4548 -4.0784
C 0.5851 -1.1177 -2.6745
C 1.8933 -0.7658 -2.3807
C 2.3064 -0.4741 -1.0803
C 3.7388 -0.1493 -0.7955
O 4.3856 -0.7904 0.0018
C 4.3614 1.0032 -1.5309
C 5.7499 1.1229 -1.5197
C 6.3641 2.1856 -2.1579
C 5.5944 3.1468 -2.8039
C 4.2119 3.0406 -2.8090
C 3.5956 1.9682 -2.1780
C 1.3726 -0.5150 -0.0489
O 1.7022 -0.2004 1.2246
C 0.0410 -0.8601 -0.3249
C -0.3342 -1.1553 -1.6251
C -0.8866 -0.8460 0.8544
N -0.8167 -1.8289 1.8234
C -0.2625 -3.1448 1.5403
C -1.0478 -3.9421 0.5053
Te -3.1862 -3.9801 0.7361
C -3.5256 -3.0524 -1.1316
C -4.1684 -1.8217 -1.2129
C -4.3284 -1.1969 -2.4443
C -3.8409 -1.7909 -3.5987
C -3.2062 -3.0243 -3.5237
C -3.0582 -3.6565 -2.2979
C -2.1061 -0.0052 0.7973
C -3.1394 -0.1924 1.7223
C -4.2719 0.6036 1.6968
C -4.4081 1.6108 0.7478
C -3.3859 1.8115 -0.1691
C -2.2489 1.0170 -0.1443
H 0.9596 -1.2595 -4.7905
H -0.7145 -0.8701 -4.3760
H -0.1190 -2.5077 -4.1628
H 2.6229 -0.7189 -3.1831
H 6.3259 0.3680 -1.0011
H 7.4432 2.2686 -2.1543
H 6.0747 3.9792 -3.3023
H 3.6110 3.7908 -3.3066
H 2.5167 1.8848 -2.1825
H -1.3727 -1.3994 -1.8306
H -0.2296 -3.6859 2.4883
H 0.7718 -3.0920 1.1660
H -0.6870 -4.9694 0.4893
H -0.9083 -3.5212 -0.4894
H -4.5193 -1.3298 -0.3154
H -4.8187 -0.2329 -2.4905
H -3.9571 -1.2975 -4.5555
H -2.8311 -3.4989 -4.4220
H -2.5742 -4.6243 -2.2476
H -3.0445 -0.9919 2.4449
H -5.0631 0.4285 2.4162
H -5.2977 2.2272 0.7221
H -3.4754 2.5913 -0.9163
H -1.4669 1.1844 -0.8746
Cl 1.9648 -0.2254 4.5235
C 1.0988 -1.7330 3.9044
H 0.4672 -2.0815 4.7196
H 1.8767 -2.4587 3.6790
O -0.6098 1.2050 3.0378
N 0.0167 2.2904 3.4584
C -0.5744 3.0235 4.4144
C 0.0205 4.1807 4.8627
C 1.2323 4.5836 4.3235
C 1.8183 3.8071 3.3374
C 1.1910 2.6568 2.9117
H -1.5121 2.6242 4.7686
H -0.4739 4.7548 5.6325
H 1.7110 5.4896 4.6672
H 2.7633 4.0768 2.8895
H 1.5729 1.9940 2.1440
```

**Charge**: 0
**Highest occupied orbital energy (spin up / spin down)**: -7.216 / -6.739 eV
**Largest force on an atom**: 0.0103 hartree/bohr
**Gap between HOMO and LUMO (spin up / spin down)**: 6.4973 / 6.0383 eV
**Energy above the lowest of the compared OMol25 structures with the same formula, charge and spin**: 24.8 kJ/mol
**Spin multiplicity**: 2

Löwdin population analysis, charges in e, atoms 1 to 8: 0.78 -0.05 -0.25 0.01 -0.09 -0.30 0.12 -0.14

***

A 5-piece molecular cluster, C35H31I2NO2 overall. Source: the OMol25 dataset; level of theory: ωB97M-V/def2-TZVPD.

Structure (XYZ):
```
71
C35H31I2NO2, DFT ωB97M-V/def2-TZVPD
C 6.9037 4.8580 1.3425
C 5.3522 5.0921 1.4670
I 4.1302 5.2821 -0.2872
C 4.8029 5.1695 2.7012
I 6.0497 5.0024 4.4781
C 3.2999 5.3750 2.9966
C 2.8228 6.6549 3.5066
C 1.4008 6.8474 3.8311
C 0.4579 5.7429 3.6494
C 0.9764 4.5049 3.1070
C 2.3854 4.2717 2.7684
C 2.6065 2.8305 2.2268
O 3.6284 2.2448 2.0305
N 1.2504 2.3651 2.0436
C 0.2635 3.1706 2.7550
O -0.8554 2.7886 2.9354
H 7.4984 5.7330 1.7061
H 7.1284 3.9436 1.9519
H 7.1897 4.6344 0.2781
H 3.5010 7.5253 3.6742
H 1.0560 7.8187 4.2399
H -0.6163 5.8433 3.9152
H 0.8996 2.3587 1.0791
C 4.4696 -1.8705 0.3438
C 4.0265 -0.6378 0.8097
C 2.6653 -0.3921 0.9389
C 1.7466 -1.3780 0.5982
C 2.1888 -2.6069 0.1239
C 3.5502 -2.8545 -0.0022
H 5.5319 -2.0643 0.2492
H 4.7419 0.1318 1.0732
H 2.3220 0.5592 1.3023
H 0.6840 -1.1873 0.7016
H 1.4710 -3.3734 -0.1473
H 3.8954 -3.8140 -0.3702
C -5.3346 2.5509 0.5877
C -4.1492 2.9401 1.1995
C -2.9287 2.5541 0.6601
C -2.8938 1.7743 -0.4904
C -4.0794 1.3775 -1.0973
C -5.2997 1.7668 -0.5595
H -6.2865 2.8578 1.0053
H -4.1764 3.5458 2.0981
H -2.0057 2.8601 1.1357
H -1.9417 1.4745 -0.9136
H -4.0522 0.7645 -1.9912
H -6.2244 1.4593 -1.0339
C -1.3747 -3.3832 -3.6914
C -0.2202 -2.9445 -3.0549
C 1.0266 -3.2716 -3.5731
C 1.1196 -4.0415 -4.7263
C -0.0349 -4.4880 -5.3579
C -1.2821 -4.1579 -4.8417
H -2.3477 -3.1221 -3.2905
H -0.2919 -2.3457 -2.1537
H 1.9269 -2.9260 -3.0776
H 2.0921 -4.2945 -5.1319
H 0.0373 -5.0935 -6.2541
H -2.1828 -4.5043 -5.3358
C -4.7451 -6.8002 -2.3015
C -3.8680 -5.7417 -2.0987
C -3.9966 -4.9380 -0.9726
C -5.0055 -5.1899 -0.0508
C -5.8882 -6.2428 -0.2583
C -5.7574 -7.0490 -1.3825
H -4.6404 -7.4310 -3.1766
H -3.0824 -5.5433 -2.8187
H -3.3099 -4.1144 -0.8130
H -5.1044 -4.5648 0.8288
H -6.6788 -6.4361 0.4577
H -6.4445 -7.8716 -1.5429
```

**SMILES**: C/C(I)=C(\I)c1cccc2c1C(=O)NC2=O.c1ccccc1.c1ccccc1.c1ccccc1.c1ccccc1
**Charge**: 0
**Highest occupied orbital energy**: -9.106 eV
**Largest force on an atom**: 0.0600 hartree/bohr
**Gap between HOMO and LUMO**: 8.2158 eV

Löwdin population analysis, charges in e, atoms 1 to 8: -0.20 -0.75 0.87 -0.69 0.86 -0.26 -0.01 -0.03

***

C35H31N4O3Pd as an isolated structure. Source: the OMol25 dataset; level of theory: ωB97M-V/def2-TZVPD.

Structure (XYZ):
```
74
C35H31N4O3Pd, DFT ωB97M-V/def2-TZVPD
Pd -1.0248 -0.1484 1.6608
C 10.4387 -4.1990 -3.8724
O 9.2882 -4.4726 -4.6369
C 8.0808 -4.0395 -4.1263
C 6.9960 -4.0992 -4.9894
C 5.7417 -3.6926 -4.5695
C 5.5116 -3.2068 -3.2716
C 6.6233 -3.1580 -2.4121
C 7.8906 -3.5730 -2.8321
N 4.1977 -2.8298 -2.9616
N 4.0760 -2.3646 -1.7601
C 2.8085 -2.0051 -1.4258
C 1.6704 -2.1348 -2.2617
C 0.4051 -1.7627 -1.8384
C 0.1714 -1.2379 -0.5598
O -1.0741 -0.8738 -0.1513
C 1.2629 -1.0846 0.2836
N 1.0019 -0.5470 1.5276
C 1.9959 -0.3334 2.3694
C 3.3106 -0.6368 2.0577
C 3.6033 -1.1935 0.8121
C 2.5917 -1.4391 -0.1081
H 11.2938 -4.4443 -4.4992
H 10.4815 -4.8072 -2.9638
H 10.4927 -3.1449 -3.5877
H 7.1532 -4.4759 -5.9957
H 4.8947 -3.7386 -5.2452
H 6.4747 -2.7941 -1.4037
H 8.7142 -3.5371 -2.1268
H 1.8293 -2.5373 -3.2525
H -0.4532 -1.8710 -2.4961
H 1.7239 0.0869 3.3301
H 4.0912 -0.4402 2.7808
H 4.6193 -1.4417 0.5338
C -1.3398 3.2552 5.9637
N -0.8924 2.0209 5.3232
C -0.1154 1.0337 6.0727
C -1.1534 1.7366 4.0402
C -1.8969 2.7165 3.1880
O -0.7565 0.6460 3.6017
H -1.1542 3.1756 7.0298
H -2.4070 3.4152 5.8209
H -0.8047 4.1311 5.5935
H -0.0249 1.3653 7.1025
H 0.8798 0.9156 5.6457
H -0.6003 0.0607 6.0457
H -1.8312 3.7395 3.5477
H -2.9439 2.4142 3.1178
H -1.4988 2.6429 2.1841
C -2.9266 0.3734 1.4451
C -3.8245 0.9044 0.7858
C -4.8375 1.4810 0.0350
C -5.0250 2.9413 0.0753
C -3.9539 3.7940 0.3770
C -4.1330 5.1664 0.4676
C -5.3901 5.7277 0.2622
C -6.4604 4.8958 -0.0425
C -6.2806 3.5231 -0.1369
C -5.6535 0.6245 -0.8492
C -6.1928 1.1034 -2.0511
C -6.8832 0.2602 -2.9115
C -7.0632 -1.0784 -2.5878
C -6.5398 -1.5653 -1.3951
C -5.8402 -0.7273 -0.5408
H -2.9739 3.3502 0.5115
H -3.2849 5.8043 0.6911
H -5.5332 6.7988 0.3363
H -7.4452 5.3196 -0.2028
H -7.1272 2.8841 -0.3585
H -6.0361 2.1392 -2.3254
H -7.2677 0.6473 -3.8475
H -7.5886 -1.7396 -3.2662
H -6.6720 -2.6085 -1.1329
H -5.4098 -1.1113 0.3761
```

**Charge**: -1
**Highest occupied orbital energy (spin up / spin down)**: -1.929 / -3.610 eV
**Largest force on an atom**: 0.0169 hartree/bohr
**Gap between HOMO and LUMO (spin up / spin down)**: 3.8328 / 5.1567 eV
**Energy above the lowest of the compared OMol25 structures with the same formula, charge and spin**: 20.8 kJ/mol
**Spin multiplicity**: 3

Löwdin population analysis, charges in e, atoms 1 to 8: 0.94 -0.12 -0.11 -0.31 -0.04 -0.05 -0.29 -0.04

***

C35H31N5O2P2RuS as an isolated structure. Source: the OMol25 dataset; level of theory: ωB97M-V/def2-TZVPD.

Structure (XYZ):
```
77
C35H31N5O2P2RuS, DFT ωB97M-V/def2-TZVPD
Ru -0.6487 0.3447 -0.5316
N 0.0045 0.7665 2.3269
P -0.2102 -0.7208 1.5766
C -1.5949 -1.5732 2.2872
C -2.7542 -1.7594 1.5341
C -3.8591 -2.3645 2.1152
C -3.7998 -2.7762 3.4394
C -2.6425 -2.5900 4.1903
C -1.5333 -1.9925 3.6177
C 1.2552 -1.7026 1.7901
C 2.5036 -1.0750 1.7491
C 3.6502 -1.8324 1.9142
C 3.5537 -3.2077 2.1056
C 2.3141 -3.8345 2.1193
C 1.1577 -3.0858 1.9561
P -0.0254 1.9264 1.1029
C -1.2974 3.1195 1.5035
C -2.5706 2.6468 1.8422
C -3.5928 3.5457 2.0910
C -3.3514 4.9148 1.9905
C -2.0945 5.3832 1.6447
C -1.0604 4.4862 1.3987
C 1.5560 2.7364 1.1019
C 2.3751 2.6855 -0.0231
C 3.6194 3.3038 0.0078
C 4.0351 3.9590 1.1582
C 3.2205 3.9961 2.2859
C 1.9792 3.3854 2.2643
H 0.3033 0.9093 3.2835
H -2.7910 -1.4508 0.4966
H -4.7615 -2.5180 1.5377
H -4.6603 -3.2528 3.8916
H -2.6064 -2.9153 5.2218
H -0.6274 -1.8606 4.2004
H 2.5806 -0.0035 1.5964
H 4.6208 -1.3529 1.8960
H 4.4526 -3.7947 2.2485
H 2.2466 -4.9054 2.2635
H 0.1897 -3.5721 1.9685
H -2.7570 1.5818 1.9307
H -4.5764 3.1871 2.3674
H -4.1514 5.6175 2.1879
H -1.9153 6.4478 1.5660
H -0.0769 4.8527 1.1288
H 2.0424 2.1559 -0.9019
H 4.2669 3.2699 -0.8603
H 5.0033 4.4443 1.1816
H 3.5542 4.5064 3.1798
H 1.3413 3.4297 3.1413
O 1.0850 -0.4043 -1.5979
N 0.9791 -1.5335 -2.1694
N -0.1790 -2.0560 -2.0268
O -1.1626 -1.3979 -1.4494
C -0.4724 -3.3654 -2.5913
C 0.5592 -4.2671 -2.8003
C 0.2484 -5.4995 -3.3505
C -1.0657 -5.8135 -3.6737
C -2.0785 -4.8926 -3.4518
C -1.7880 -3.6514 -2.9050
H 1.5773 -4.0124 -2.5359
H 1.0386 -6.2192 -3.5237
H -1.2997 -6.7818 -4.0972
H -3.1007 -5.1332 -3.7130
H -2.5638 -2.9178 -2.7392
C 2.0660 3.1213 -3.6909
C 0.8856 2.2027 -3.7968
C 0.6944 1.4041 -4.9195
C -0.4342 0.6100 -4.9758
N -1.3641 0.6344 -4.0153
C -1.0827 1.4183 -2.9970
S -2.2979 1.5007 -1.6970
N -0.0049 2.1759 -2.7898
H 2.2447 3.6094 -4.6475
H 2.9679 2.5530 -3.4451
H 1.9002 3.8799 -2.9308
H 1.4087 1.4158 -5.7337
H -0.6284 -0.0411 -5.8201
```

**Charge**: +2
**Highest occupied orbital energy (spin up / spin down)**: -13.854 / -14.038 eV
**Largest force on an atom**: 0.0188 hartree/bohr
**Gap between HOMO and LUMO (spin up / spin down)**: 7.5745 / 5.6537 eV
**Energy above the lowest of the compared OMol25 structures with the same formula, charge and spin**: 0.0 kJ/mol
**Spin multiplicity**: 5

Löwdin population analysis, charges in e, atoms 1 to 8: 0.91 -0.30 0.89 -0.37 -0.09 -0.05 -0.04 -0.04